Formula: C2H2Br2Si
Source: OMol25
Level of theory: ωB97M-V/def2-TZVPD

```
! wB97M-V def2-TZVPD RIJCOSX def2/J DEFGRID3
* xyz 0 1
C -1.03 -0.56 0.79
C -0.16 -0.19 0.02
Si 1.52 -1.21 -0.07
Br 2.44 0.11 1.54
Br -0.83 1.68 -2.51
H -1.65 -0.70 1.63
H -0.29 0.88 -1.40
*
```

E_LUMO: -1.26 eV
Largest force on an atom: 2.01 eV Å⁻¹
Relative energy (zero: lowest compared OMol25 entry of this formula, charge and spin): 46.5 kcal/mol
HOMO-LUMO gap: 8.744 eV
E_HOMO: -10.001 eV
Energy: -150066.65957 eV

***

Formula: C2H2Br2Si
Source: OMol25
Level of theory: ωB97M-V/def2-TZVPD

```
! wB97M-V def2-TZVPD RIJCOSX def2/J DEFGRID3
* xyz 0 1
C 0.85 1.69 -0.93
C 1.51 0.86 -0.28
Si 2.66 -0.44 0.38
Br 1.30 -1.15 2.10
Br -3.17 -2.47 -0.16
H 0.29 2.59 -1.07
H -3.45 -1.08 -0.03
*
```

E_LUMO: -1.38 eV
Largest force on an atom: 3.00 eV Å⁻¹
Relative energy (zero: lowest compared OMol25 entry of this formula, charge and spin): 38.8 kcal/mol
HOMO-LUMO gap: 8.054 eV
E_HOMO: -9.431 eV
Energy: -150066.99451 eV